# 1
# C8H18S4

A single C8H18S4 molecule (ωB97M-V/def2-TZVPD, OMol25).

Computed properties:
**Gap between HOMO and LUMO**: 9.363 eV
**Net charge**: 0

Cartesian coordinates (Å):
H: 2.22097 2.03911 1.80172
H: -4.04627 -1.90807 2.31412
H: 2.62333 -0.42642 2.00001
C: -2.93776 0.38932 -0.16020
H: 4.91568 -0.44430 1.02577
H: -4.65360 1.43710 0.45587
H: 1.85985 1.57142 -1.24165
H: -3.44335 -0.12580 -1.00789
H: 1.38006 3.07278 -0.39685
C: -4.10516 -1.17193 1.50990
S: -0.44332 -0.65513 -1.58350
S: -1.31235 0.98110 -0.76482
H: -4.81183 -0.40274 1.88574
H: 0.84566 1.11632 1.12837
H: 4.51448 0.77045 -0.10376
C: -3.64835 1.66446 0.18871
S: 2.52657 -1.16321 -0.24006
H: 4.66219 1.11650 1.68359
H: -2.25020 -0.05285 1.77736
C: 1.92196 1.41500 0.94988
H: -3.18339 2.18994 1.06368
C: -2.81142 -0.59067 0.99903
C: 4.28806 0.42313 0.91424
H: 3.07143 2.56845 -0.51510
H: -4.56978 -1.66743 0.68227
C: 2.07330 2.22743 -0.39740
H: -3.71694 2.43082 -0.62263
S: 0.55716 -1.59350 -0.09500
C: 2.80530 0.15137 1.04921
H: -2.18283 -1.44209 0.68333

Forces on the atoms, in the same order (eV/Å):
-0.1 0.0 -0.1
0.6 0.1 -0.1
0.0 0.9 -0.7
0.0 -0.6 -0.9
0.0 -0.7 0.2
-0.9 -0.1 0.3
-0.2 0.1 0.0
0.3 0.4 0.4
0.1 -0.1 -0.1
-1.0 0.8 0.5
-0.2 0.2 -0.5
-0.1 0.1 0.0
0.4 -0.3 -0.3
1.1 0.4 -0.3
0.0 0.4 0.4
0.2 1.6 0.3
0.1 0.6 0.0
-0.3 0.1 -0.4
-0.1 -0.3 0.1
-0.5 -0.3 -0.5
-0.2 -0.6 -0.6
1.2 0.0 0.5
0.6 0.6 -0.2
0.9 0.5 0.0
-0.6 -0.4 -0.5
-1.0 -1.2 1.3
0.3 -0.8 0.4
0.1 -0.7 0.6
-0.3 -0.9 0.5
-0.1 0.4 0.0

# 2
# C8H19N2

2 unconnected molecules or ions with the total composition C8H19N2 (ωB97M-V/def2-TZVPD, OMol25).

Computed properties:
**Gap between HOMO and LUMO**: 6.035 eV
**Net charge**: +1

Cartesian coordinates (Å):
C: 0.79545 -2.85402 -2.60945
N: 0.73523 0.57980 0.78688
C: 1.06611 2.85035 1.73552
N: -0.47290 -2.11604 -2.60917
C: 0.78260 2.00748 0.48667
H: 2.08608 2.63734 2.07524
H: 0.38398 3.05190 3.77951
H: 0.94582 0.68374 3.55527
H: -1.51354 -3.92473 -2.61044
H: -0.18115 2.34230 0.05183
H: -1.42713 -0.28087 -2.62230
H: 0.48200 -0.27645 -2.63609
C: 0.00164 1.02673 3.11691
H: -2.33411 -2.59900 -1.71449
C: 0.08413 2.53413 2.86567
C: -0.47118 -0.81044 -2.58816
H: 0.58735 0.02799 -0.05250
H: -1.27070 0.47848 1.46550
H: 0.56898 -3.92454 -2.60890
H: -0.78878 0.79727 3.83917
H: 1.38641 -2.59567 -3.50377
H: -2.33164 -2.59599 -3.50333
C: -0.24429 0.24907 1.81820
H: 1.38898 -2.59779 -1.71501
H: -0.19968 -0.83076 2.01546
H: 1.02944 3.91339 1.47622
C: -1.74176 -2.85465 -2.60889
H: 1.56131 2.18203 -0.26792
H: -0.90865 2.89897 2.58237

Forces on the atoms, in the same order (eV/Å):
0.8 -0.4 0.0
0.4 0.0 0.4
0.2 -0.3 0.0
0.0 2.8 0.2
-0.3 0.2 -0.3
-0.1 0.0 0.0
-0.1 0.0 -0.1
-0.1 0.0 -0.1
-0.2 0.3 0.0
0.1 0.1 0.1
0.3 -0.1 0.2
-0.3 -0.2 0.2
0.3 -0.1 -0.1
0.4 -0.1 -0.3
-0.1 -0.1 -0.2
-0.1 -1.9 -0.5
0.0 0.1 0.2
0.1 0.0 0.1
0.2 0.3 0.0
0.1 0.0 -0.1
-0.4 -0.1 0.3
0.4 -0.1 0.3
-0.5 -0.1 0.0
-0.4 -0.1 -0.3
0.0 0.2 0.0
0.0 -0.2 0.0
-0.7 -0.4 0.0
-0.1 0.0 0.2
0.0 0.1 0.1

# 3
# C8H19N2Si

A gas-phase ion, C8H19N2Si (charge +1) (ωB97M-V/def2-TZVPD, OMol25).

Computed properties:
**Gap between HOMO and LUMO (alpha / beta)**: 8.152 / 8.151 eV
**Net charge**: +1

Cartesian coordinates (Å):
H: -0.22073 2.01028 -1.80192
N: -0.50947 2.01522 0.28472
H: -2.40396 -0.37059 0.20095
C: -2.02056 -1.09100 -0.54579
H: 2.75831 1.89496 -1.08335
N: 1.10569 0.67402 -0.75173
H: -1.97781 3.12995 1.42265
H: -1.62224 3.62384 -0.29016
H: -1.02970 -3.71594 1.38525
H: 1.29331 -0.09866 1.16437
H: 3.18774 0.25331 -0.73980
C: 0.53891 0.07960 0.48858
H: 0.97802 -3.51526 -1.25624
H: 0.42564 -2.72223 2.18238
H: -2.11099 -0.41532 -1.36623
C: -0.59369 -2.71775 1.67025
H: 1.75343 -1.96274 -1.47444
H: 0.28169 -2.35674 -2.33046
C: 2.54842 1.02833 -0.49684
Si: -0.29189 -1.66098 0.08973
C: -0.33066 1.06419 1.10368
H: -0.73226 0.90508 2.15220
C: 0.27107 1.92875 -0.87477
H: -2.69473 -1.87732 -0.61153
H: -1.32746 -2.25710 2.33506
C: -1.21396 3.25200 0.59687
H: -0.44946 4.00937 0.92569
H: 1.03730 0.08910 -1.56060
C: 0.84432 -2.36785 -1.36598
H: 2.50573 1.17149 0.54747

Forces on the atoms, in the same order (eV/Å):
-0.7 0.2 -0.9
0.1 0.7 -0.4
0.0 -0.7 0.5
1.7 1.6 1.5
0.3 0.7 -0.1
-0.2 1.8 1.4
0.9 -0.2 -1.2
-0.9 0.5 -1.3
0.9 0.8 0.4
2.1 -0.7 1.4
1.2 -1.8 -0.5
-1.4 -2.6 -0.9
0.0 1.8 0.2
-1.4 -0.7 -0.4
0.4 -0.1 -1.4
1.2 0.3 -0.8
3.5 1.5 -0.4
0.3 0.5 0.6
-1.8 0.8 -0.4
-1.1 0.0 -1.0
-0.8 -1.3 2.0
0.5 0.8 -1.6
0.6 0.5 0.1
-1.3 -1.4 -0.3
0.1 0.2 -0.1
0.6 0.7 2.2
-0.7 -0.8 -0.2
-0.3 -0.6 -0.5
-4.6 -3.5 0.9
0.9 0.9 0.9

# 4
# C8H19N5O

A gas-phase ion, C8H19N5O (charge +2) (ωB97M-V/def2-TZVPD, OMol25).

Computed properties:
**Gap between HOMO and LUMO**: 10.978 eV
**Net charge**: +2

Cartesian coordinates (Å):
H: 3.44849 -1.15858 1.19385
H: -2.69790 -1.96633 -1.58078
C: 2.78372 -0.38761 0.79656
N: -2.07756 -1.85905 -0.73545
O: -1.43015 2.51172 -0.20362
H: 0.87552 -1.69389 0.41886
C: 1.21845 -0.82152 0.92460
H: 4.05337 0.60770 -0.51018
H: 3.29545 -0.68810 -1.14992
H: -1.93501 0.86750 2.38375
H: 0.74012 -0.13612 -1.79857
H: -2.27422 1.25085 -1.08374
H: -3.03031 0.29835 -2.10469
N: 3.21399 0.13318 -0.53582
H: -1.62509 -2.18035 1.11313
C: -1.95299 -2.74377 0.36647
H: 2.38474 2.12467 -0.41340
H: 0.19401 1.59195 -1.38253
H: -1.39463 -3.63516 0.17047
N: -0.98077 0.04484 0.77816
H: 1.26419 -0.98362 1.92855
C: -1.92063 2.27691 0.90679
C: -1.93570 -0.59123 -0.59656
H: 0.59429 1.29021 1.00644
C: 2.18581 1.20053 -1.04537
C: 0.76159 0.78950 -1.03457
H: 2.49914 1.57604 -1.97575
N: -1.71001 1.06097 1.42472
H: -3.00036 -3.09225 0.73041
H: 2.83075 0.44263 1.49031
N: -2.33788 0.33571 -1.38609
C: 0.38685 0.42534 0.42631
H: -2.42728 3.10898 1.47766

Forces on the atoms, in the same order (eV/Å):
0.1 0.0 -0.5
0.8 -1.2 1.2
-1.6 -0.5 0.7
-1.3 0.9 -2.4
-0.9 0.6 0.7
0.2 -0.8 -0.6
2.7 3.2 -3.3
2.7 1.0 0.3
0.0 0.6 -0.3
-0.3 -0.3 0.2
-0.6 1.8 1.7
1.0 2.5 0.8
-0.5 -1.0 -0.7
-3.9 -1.1 -0.5
1.9 1.9 3.3
-4.0 -3.6 -1.0
-0.3 -1.3 -0.1
-1.0 1.1 -0.7
0.5 -0.2 -0.2
-3.4 -0.9 -2.6
-1.0 -0.3 3.0
1.3 1.7 -1.4
3.1 2.4 3.6
0.3 0.7 0.7
1.6 1.4 1.8
1.0 -4.0 -0.2
0.5 -0.2 -1.6
-0.5 -0.9 0.6
1.6 0.5 -0.9
0.3 0.3 0.0
-1.0 -0.7 -1.1
0.4 -2.4 -0.5
0.3 -1.3 -0.1

# 5
# C8H19N8OOsS

A molecular structure, C8H19N8OOsS (ωB97M-V/def2-TZVPD, OMol25).

Computed properties:
**Gap between HOMO and LUMO (alpha / beta)**: 8.432 / 5.801 eV
**2S+1**: 5
**Net charge**: +3

Cartesian coordinates (Å):
H: 9.19230 9.14730 10.13030
C: 9.56924 7.03588 10.50778
C: 4.60537 5.51924 5.38978
H: 3.24361 8.21131 5.82375
H: 8.64827 7.25485 7.97644
N: 3.78563 6.45844 5.02571
N: 5.16409 5.88802 6.61031
Os: 6.61977 7.18541 9.81211
H: 6.84605 4.84264 6.87185
N: 6.02392 5.14328 7.41112
C: 4.64435 7.08617 6.94945
H: 8.25374 5.66430 11.36389
H: 7.46122 9.21076 13.35451
H: 8.66825 9.36797 12.05006
H: 10.28316 7.20777 11.31388
H: 5.50236 4.33919 7.71073
N: 5.39926 6.16278 10.83749
N: 8.20947 6.66404 11.17742
N: 3.84526 7.41084 5.96602
O: 4.32503 4.63847 12.27665
N: 8.33261 7.94071 8.65516
H: 7.14879 6.85274 12.92252
H: 6.86111 9.96241 10.83114
H: 4.29394 4.19445 3.78599
H: 5.73950 9.29196 11.82832
H: 10.38259 8.36961 9.04468
C: 7.73711 8.85938 12.35807
N: 6.64361 9.14741 11.36917
C: 7.99831 7.38942 12.49307
H: 5.91822 4.21016 4.49993
C: 9.45931 8.24135 9.58555
H: 4.60305 3.39442 5.31524
H: 8.08651 8.79098 8.16498
H: 8.87544 7.25351 13.10953
S: 4.93356 8.14171 8.30967
C: 4.87247 4.25142 4.72395
C: 4.85452 5.37946 11.58499
H: 9.84453 6.16954 9.89734

Forces on the atoms, in the same order (eV/Å):
0.3 0.0 -0.2
-0.6 -0.3 0.4
-0.8 0.5 0.6
0.1 0.3 0.3
-0.1 0.0 -0.3
0.1 -0.5 -0.9
0.0 0.2 -0.1
-1.0 0.0 -0.3
-0.5 0.1 0.1
0.5 0.5 0.0
0.7 0.4 0.9
-0.1 0.0 0.1
0.1 0.2 -0.1
-0.6 0.0 0.2
0.2 -0.2 -0.2
0.0 -0.6 0.3
0.9 1.1 -0.8
1.2 1.5 -1.1
-0.4 -0.2 -0.4
-0.1 -0.1 0.2
-0.5 0.1 0.7
0.1 0.3 0.3
0.0 0.8 -0.2
0.3 0.1 0.4
0.2 0.0 -0.2
0.3 0.2 -0.2
0.0 0.4 -0.3
0.2 -1.2 0.2
-0.6 -1.1 -0.3
0.7 -0.3 -0.4
-0.7 -0.6 0.8
-0.1 -0.3 0.4
-0.1 0.1 -0.5
0.2 -0.3 0.3
0.9 -0.5 0.5
-0.5 0.0 -1.0
-0.5 -0.6 0.4
0.2 0.0 0.3

# 6
# C8H19NO3S

A single C8H19NO3S molecule (ωB97M-V/def2-TZVPD, OMol25).

Computed properties:
**Gap between HOMO and LUMO**: 9.966 eV
**Net charge**: 0

Cartesian coordinates (Å):
C: 0.19123 -1.29475 -2.04484
C: 0.07532 -0.02498 0.18382
H: -1.26960 1.83748 -0.06048
S: -2.70132 0.23343 0.52225
H: -1.04109 -0.74526 1.62599
C: 1.42494 0.67751 0.05854
O: -2.83423 -1.16170 0.38803
H: 2.05908 -0.01065 -0.47266
H: 1.62703 1.59713 1.92671
O: -2.81342 0.81229 1.86584
H: 2.30341 0.09119 2.01968
H: -0.60768 0.63788 2.06869
H: 1.93177 -2.38716 -0.31045
H: 0.36395 -2.21293 -2.57033
H: 3.20138 1.28165 1.28594
H: 2.19995 2.33065 -0.76563
H: -0.68698 -1.01565 -2.50680
C: 2.16884 0.96618 1.35011
C: 1.25175 1.99361 -0.61396
N: -0.21085 -0.15097 1.65751
H: -4.54077 1.33031 0.20990
C: 0.99975 -2.37706 0.07348
C: 0.00315 -1.39223 -0.56192
H: -1.06332 -1.83092 -0.37168
H: 0.75591 2.77899 0.06455
O: -3.77632 1.16450 -0.34714
H: -1.39548 0.52180 -1.39157
H: 1.12218 -2.20561 1.10231
H: 0.77615 1.69889 -1.52584
H: 1.10105 -0.52996 -2.28647
C: -1.20568 0.81254 -0.39921
H: 0.58988 -3.42620 -0.17437

Forces on the atoms, in the same order (eV/Å):
3.3 1.8 -0.1
-2.3 1.1 1.1
0.4 0.4 -0.8
-0.2 4.0 0.7
0.7 -0.6 0.9
0.3 0.0 1.0
-1.2 -1.4 -0.4
0.4 0.0 -0.9
-1.5 2.4 1.8
0.1 -0.7 -1.5
-0.4 0.1 -0.6
-0.2 2.1 0.5
3.2 0.4 -1.7
0.7 -0.8 0.3
0.1 0.7 -0.8
2.6 1.4 -1.0
-1.9 1.4 -1.1
1.4 -3.5 0.4
-1.6 0.0 0.9
0.0 -3.4 -1.8
-0.3 0.0 0.4
-3.8 -1.9 -0.7
-0.9 -1.2 1.9
2.1 0.8 -0.3
0.2 -1.3 -1.3
1.2 -1.6 -0.1
-0.4 0.6 -1.4
-0.3 -0.1 1.5
-0.6 1.2 -0.9
-2.2 -1.8 0.2
0.2 -1.3 3.0
0.7 1.4 0.8

net charge of number 5 (C8H19N8OOsS)?
+3